DFT (the ωB97M-V functional and the def2-TZVPD basis) results for a cluster of 16 separate species, C80H188B6F24N10O4 in total.

CARTESIAN COORDINATES (ANGSTROEM)
C -15.0279 8.8502 24.6929
C -15.7183 7.7633 23.8331
C -14.7584 7.4299 22.6556
N -14.9828 6.1424 21.9604
C -16.1680 6.2593 21.0794
C -13.8621 5.7063 21.1021
C -14.1517 4.1558 20.7955
C -14.8313 3.6873 22.0442
C -15.0995 4.9482 22.8451
H -15.0146 9.8357 24.0848
H -14.0383 8.5066 25.0370
H -15.6075 9.1694 25.6137
H -16.6712 8.1701 23.4592
H -15.9053 6.8462 24.3546
H -13.7376 7.3004 23.0548
H -14.6286 8.2286 21.9212
H -16.1917 5.4245 20.3213
H -16.1196 7.1635 20.5430
H -17.0733 6.3248 21.7155
H -13.7152 6.3216 20.2034
H -12.9739 5.8376 21.6363
H -14.5403 4.0172 19.8543
H -13.1588 3.6581 20.7215
H -15.7829 3.1459 21.7960
H -14.1403 3.1212 22.6947
H -16.0237 5.0807 23.3567
H -14.3192 5.1054 23.5841
C -13.4540 16.0544 24.8663
C -14.4128 15.7736 26.0060
C -14.4573 14.2415 26.2807
N -15.1408 13.8237 27.5260
C -14.5750 14.5113 28.7287
C -14.9776 12.3577 27.7783
C -16.1902 11.8906 28.6048
C -17.3303 12.8097 28.2394
C -16.6900 13.9304 27.3646
H -13.7127 15.3469 24.0671
H -12.4570 15.8318 25.2418
H -13.5769 17.0041 24.4157
H -15.4559 16.0622 25.6915
H -14.2111 16.3227 26.8367
H -13.4124 13.8859 26.4284
H -14.9572 13.7254 25.4628
H -13.5203 14.4516 28.6040
H -14.8207 13.9107 29.6139
H -14.8851 15.5497 28.8248
H -14.0202 12.2003 28.2601
H -15.0342 11.8944 26.7927
H -15.9689 11.8805 29.6658
H -16.4627 10.8892 28.3563
H -17.7179 13.3067 29.1310
H -18.0984 12.2029 27.6577
H -16.9314 14.9850 27.6288
H -16.8696 13.7431 26.3113
C -25.3231 17.8276 21.6639
C -26.1631 17.2221 20.5003
C -26.0470 15.6726 20.7476
N -26.8380 14.7938 19.8501
C -26.1230 14.8480 18.5559
C -28.3185 15.1462 19.7486
C -28.8310 14.8124 21.1582
C -27.9587 13.5486 21.5229
C -26.9293 13.4041 20.3932
H -25.9357 17.7457 22.5249
H -25.0855 18.8220 21.4286
H -24.3957 17.2591 21.8244
H -25.8981 17.5142 19.5172
H -27.2009 17.4308 20.8802
H -26.3871 15.4917 21.7901
H -25.0201 15.3152 20.7172
H -25.1940 14.3092 18.6805
H -25.9917 15.8653 18.2511
H -26.7679 14.4282 17.7300
H -28.6967 14.4848 18.9937
H -28.4779 16.1613 19.3359
H -29.8649 14.5599 21.0662
H -28.7694 15.5892 21.9209
H -28.5600 12.6026 21.5894
H -27.5539 13.6284 22.5211
H -27.2138 12.7025 19.5743
H -25.9602 13.1335 20.7730
C -21.5631 12.4135 25.4094
C -21.8083 11.0660 24.7245
C -21.2986 11.0155 23.2495
N -21.6209 9.7185 22.4944
C -23.0519 9.3809 22.4937
C -20.9433 9.6813 21.1086
C -19.4936 9.3906 21.4901
C -19.3740 8.6561 22.8519
C -20.8710 8.4796 23.1467
H -21.9885 12.3350 26.4310
H -22.0425 13.2624 24.8667
H -20.4993 12.5514 25.4163
H -22.9172 10.8829 24.6401
H -21.3848 10.2814 25.2866
H -20.2609 11.2011 23.1300
H -21.8042 11.7491 22.5481
H -23.2028 8.5528 21.8066
H -23.5770 10.2893 22.1130
H -23.3871 9.2359 23.5564
H -21.4586 8.9401 20.4832
H -21.1298 10.7015 20.7577
H -19.0602 8.8114 20.6357
H -18.9174 10.3175 21.5573
H -18.8399 7.7255 22.6981
H -18.9086 9.3626 23.6055
H -21.3328 7.6647 22.5748
H -21.0697 8.2148 24.1656
C -23.7433 4.9034 23.7383
C -24.5358 4.3824 22.5356
C -25.4201 5.5470 21.9951
N -26.7317 5.0983 21.2043
C -26.3222 4.0694 20.1826
C -27.2330 6.3588 20.5134
C -28.7528 6.2052 20.5302
C -29.0714 4.9090 21.4289
C -27.7574 4.5510 22.0947
H -22.9912 4.1629 24.1485
H -24.5002 5.1272 24.4918
H -23.3208 5.8518 23.4847
H -25.2289 3.5712 22.9643
H -23.9379 4.0679 21.7080
H -24.8018 6.1240 21.3127
H -25.6943 6.2147 22.8278
H -26.0055 3.1994 20.7245
H -25.5572 4.5750 19.5408
H -27.2899 3.9917 19.6387
H -26.8766 6.2804 19.4769
H -26.9033 7.2438 21.0087
H -29.1622 6.0603 19.5455
H -29.1878 7.1283 21.0007
H -29.3643 4.1197 20.7019
H -29.8718 5.0843 22.1413
H -27.7691 3.4623 22.2094
H -27.6895 5.1030 23.0471
C -32.7734 8.3692 25.7987
C -31.6551 9.2518 26.4691
C -31.1969 8.7820 27.8715
N -29.7013 8.7390 27.9461
C -29.1831 7.5062 27.1334
C -28.9524 9.9595 27.4741
C -27.7402 10.1613 28.3258
C -27.9719 9.3257 29.6230
C -29.2341 8.5067 29.3970
H -33.0495 8.7273 24.7657
H -33.6814 8.4210 26.4169
H -32.4805 7.3309 25.9088
H -32.1279 10.2872 26.5448
H -30.8447 9.3929 25.7945
H -31.5910 7.8222 28.0842
H -31.5078 9.3700 28.7754
H -29.3286 7.7953 26.0865
H -29.5636 6.5329 27.3672
H -28.0713 7.5414 27.2450
H -28.7513 9.8143 26.4193
H -29.7311 10.7222 27.5437
H -26.7810 9.8502 27.8739
H -27.5581 11.1797 28.6181
H -27.1301 8.6566 29.7270
H -28.1088 9.9101 30.5706
H -29.1471 7.4726 29.5702
H -30.0990 8.9494 29.9339
C -19.1902 1.6223 26.8706
C -18.7301 2.9454 27.4947
N -19.8551 3.8319 28.0143
C -20.4937 3.1253 29.1103
C -19.2888 5.0973 28.6098
C -18.1441 4.9608 29.5999
C -20.8272 4.0480 26.9382
C -21.8379 5.1138 27.2040
O -21.3335 6.4392 27.0024
C -22.3159 7.4634 26.9862
H -19.5555 1.7157 25.8632
H -19.8741 0.9738 27.4375
H -18.2514 1.0518 26.7395
H -18.0679 3.3507 26.7510
H -18.1674 2.6711 28.3480
H -19.7613 2.8375 29.8191
H -20.9242 2.2092 28.6525
H -21.2088 3.8078 29.5662
H -20.0490 5.6498 29.1390
H -18.9192 5.7261 27.7568
H -17.2180 4.7050 29.1474
H -18.3302 4.3989 30.4881
H -17.9780 5.9838 30.0040
H -21.3551 3.1493 26.7278
H -20.1905 4.2488 26.0405
H -22.3824 5.0556 28.1730
H -22.5436 4.9793 26.4557
H -23.1102 7.2896 26.2409
H -21.7349 8.3913 26.7384
H -22.8516 7.5512 27.9463
C -20.2415 6.2103 19.5360
C -19.7906 4.8087 20.0380
N -20.3893 3.5665 19.2174
C -20.3043 3.7725 17.7044
C -19.5871 2.3635 19.5476
C -19.2510 2.1495 21.0747
C -21.8138 3.4053 19.6108
C -22.6125 2.4715 18.8092
O -22.9431 1.3810 19.7064
C -23.6261 0.3287 19.0798
H -21.2709 6.2916 19.3653
H -19.6789 6.3215 18.6486
H -19.9197 6.9786 20.2176
H -20.1493 4.5143 21.0690
H -18.7111 4.6261 20.0092
H -21.0733 4.5077 17.4520
H -20.5055 2.7796 17.2442
H -19.2389 4.1175 17.4468
H -18.6461 2.3465 18.9892
H -20.1409 1.4215 19.2807
H -18.6921 1.2298 21.2372
H -20.0866 2.1221 21.7168
H -18.7762 2.9915 21.5390
H -22.2363 4.3679 19.6176
H -21.8384 3.0705 20.6139
H -22.2150 2.0498 17.8487
H -23.5235 2.9963 18.4647
H -24.0163 -0.2911 19.8048
H -23.0057 -0.1871 18.4367
H -24.5319 0.6908 18.4813
C -19.8706 7.1523 12.9878
C -20.0778 7.3145 14.4883
N -19.3709 8.5472 15.0426
C -19.6843 8.6284 16.4778
C -17.8813 8.3313 14.8615
C -16.9262 9.0418 15.7558
C -19.7506 9.8403 14.3754
C -21.1826 10.1743 14.4167
O -21.9129 9.5908 13.3857
C -23.3537 9.4889 13.7815
H -20.3920 7.9025 12.4341
H -20.2015 6.1594 12.6590
H -18.8259 7.2785 12.7022
H -19.6972 6.5169 15.1529
H -21.1690 7.3942 14.7097
H -19.2670 9.4772 16.9949
H -19.2291 7.7759 17.0445
H -20.7032 8.7234 16.6046
H -17.7791 8.5725 13.8301
H -17.8023 7.2030 14.9042
H -17.0617 8.7665 16.8022
H -17.0553 10.1198 15.6616
H -15.9622 8.6621 15.4887
H -19.4115 9.8714 13.3178
H -19.1405 10.6255 14.8750
H -21.3266 11.1684 14.3016
H -21.5648 9.8028 15.3508
H -23.9600 9.1413 12.9490
H -23.6912 10.5174 14.0734
H -23.4598 8.7085 14.6555
C -17.7814 13.4192 20.4821
C -18.6146 13.5797 21.7367
N -19.1553 14.9973 21.9044
C -19.9619 14.8978 23.1532
C -17.9903 15.9780 22.0971
C -16.9485 15.6173 23.1555
C -19.9617 15.3194 20.6631
C -20.8295 16.5631 20.8755
O -20.1049 17.7691 21.0166
C -20.8831 18.9596 20.8675
H -16.9658 14.1339 20.4910
H -18.3800 13.5579 19.5794
H -17.3759 12.4013 20.5150
H -18.1818 13.1963 22.6781
H -19.5200 12.9887 21.7159
H -20.9438 14.3940 22.9297
H -20.1938 15.9102 23.4659
H -19.4038 14.3419 23.9234
H -18.5657 16.8553 22.3879
H -17.5061 16.0819 21.1394
H -16.2196 14.8339 22.8332
H -17.5404 15.2347 24.0050
H -16.4112 16.4313 23.5847
H -20.6258 14.4001 20.4403
H -19.2233 15.4619 19.8587
H -21.4785 16.4335 21.7695
H -21.4775 16.6938 19.9891
H -21.5387 19.2313 21.7003
H -21.6378 18.9151 20.0532
H -20.2191 19.8400 20.8041
B -22.8936 13.1481 20.6527
F -21.6161 12.5754 20.3346
F -23.9626 12.2438 20.8332
F -22.6784 14.0657 21.6769
F -23.2814 13.9306 19.4868
B -18.7008 4.4231 23.9379
F -18.3415 5.3903 24.9922
F -17.7769 4.5497 22.8805
F -18.6513 3.0790 24.3844
F -19.9458 4.6514 23.4259
B -17.7359 11.5709 24.8764
F -17.4916 11.3658 23.5165
F -16.4769 11.6271 25.5330
F -18.3711 12.8264 25.0264
F -18.5368 10.5356 25.4275
B -16.9661 5.8133 17.7256
F -15.7633 6.3958 17.3414
F -17.8647 5.6752 16.6995
F -16.6766 4.6135 18.3940
F -17.6783 6.6247 18.6826
B -27.0817 8.2735 23.8905
F -27.4192 9.0494 22.7425
F -27.5751 9.0396 25.0111
F -27.7089 7.0195 23.9116
F -25.6876 8.1584 23.9758
B -23.7729 7.2989 19.1748
F -24.9750 7.9182 19.5020
F -23.0552 6.9837 20.4006
F -24.0278 5.9355 18.6993
F -22.9547 7.8939 18.1552

Summary:
molar mass	1875.27	g/mol
gap between HOMO and LUMO	10.2	eV
total charge	+4
HOMO	-15.6	eV